Density functional theory data (ωB97M-V with the def2-TZVPD basis set) for an isolated molecule of C2H4ClF.

```
8
Properties=species:S:1:pos:R:3:mulliken_charge:R:1
C -0.6987 -0.1626 0.2591 -0.154
C 0.6897 0.2949 -0.1633 -0.602
H -1.1549 -0.0517 1.3007 0.257
H -1.4407 0.5155 -0.3555 0.149
H 0.6155 0.5359 -1.1068 0.336
H 1.1025 1.1280 0.1680 0.456
F -1.0263 -1.3817 -0.1588 -0.252
Cl 1.9129 -0.8784 0.0566 -0.190
```

Its multiplicity is 1. As for the net charge: 0. As for the SMILES: FCCCl. The HOMO energy comes out at -10.80 eV. The calculation puts the lowest unoccupied orbital energy at 0.97 eV. The calculation puts the gap between HOMO and LUMO at 11.770 eV. The calculation puts the largest force on an atom at 5.471 eV/Å.

---

Density functional theory data (ωB97M-V with the def2-TZVPD basis set) for a structure of composition C2H4ClF2N.

```
10
Properties=species:S:1:pos:R:3:mulliken_charge:R:1
C 0.1374 -0.5459 -0.0378 -0.564
C -0.8577 0.5629 0.1226 0.513
H 1.3756 1.3911 -0.1142 0.247
H 2.1283 -1.0252 -0.4540 0.298
H -0.0960 -1.4120 0.6967 0.290
H 0.0642 -1.0033 -0.9935 0.387
N 1.4844 -0.1696 0.2966 -0.569
F -0.7999 1.4518 -0.8365 -0.187
F -0.9491 1.0540 1.2837 -0.187
Cl -2.4872 -0.3038 0.0365 -0.228
```

Its multiplicity is 1. As for the net charge: 0. The HOMO energy comes out at -9.88 eV. The calculation puts the lowest unoccupied orbital energy at -0.39 eV. The calculation puts the gap between HOMO and LUMO at 9.495 eV. The calculation puts the largest force on an atom at 5.258 eV/Å.

---

Density functional theory data (ωB97M-V with the def2-TZVPD basis set) for an isolated molecule of C2H4ClFN2.

```
10
Properties=species:S:1:pos:R:3:mulliken_charge:R:1
C 0.3038 -0.6005 0.4008 -0.127
C -0.6331 0.4844 0.0078 0.168
H 0.5790 -3.6534 0.2396 0.258
H 1.4171 -2.7135 1.2491 0.241
H 1.2111 -0.2698 0.9215 0.322
H -1.4512 0.1931 -0.6174 0.208
N 0.9636 -2.7483 0.3643 -0.468
N 0.0047 -1.7727 0.0775 -0.196
F -1.1584 1.1197 1.1053 -0.225
Cl 0.2276 1.6888 -1.0167 -0.181
```

Its multiplicity is 1. As for the net charge: 0. As for the SMILES: N/N=C/[C@@H](F)Cl. The HOMO energy comes out at -9.73 eV. The calculation puts the lowest unoccupied orbital energy at 1.00 eV. The calculation puts the gap between HOMO and LUMO at 10.727 eV. The calculation puts the largest force on an atom at 1.696 eV/Å.

---

Density functional theory data (ωB97M-V with the def2-TZVPD basis set) for an isolated molecule of C2H4ClIS.

```
9
Properties=species:S:1:pos:R:3:mulliken_charge:R:1
C 0.6101 -0.4623 -0.2433 -0.612
C -0.6645 0.6659 -0.1757 -0.975
S 2.1541 0.4065 0.0914 0.019
Cl 3.4270 -1.0749 0.0289 -0.157
I -2.5341 -0.4229 0.0247 0.031
H 0.2284 -1.1115 0.6149 0.325
H 0.8426 -1.0087 -1.0560 0.494
H -0.5984 1.1640 -1.1045 0.432
H -0.6856 1.2316 0.7206 0.442
```

Its multiplicity is 1. As for the net charge: 0. As for the SMILES: ClSCCI. The HOMO energy comes out at -8.97 eV. The calculation puts the lowest unoccupied orbital energy at -0.13 eV. The calculation puts the gap between HOMO and LUMO at 8.842 eV. The calculation puts the largest force on an atom at 6.749 eV/Å.

---

Density functional theory data (ωB97M-V with the def2-TZVPD basis set) for a structure of composition C2H4ClN.

```
8
Properties=species:S:1:pos:R:3:mulliken_charge:R:1
C -0.3730 -0.6898 0.2150 -0.223
C -0.4099 0.7260 -0.1712 -0.229
N 0.5975 -0.1467 -0.6284 -0.318
Cl 2.5435 -0.1769 0.3209 -0.205
H -0.1289 -0.7490 1.2131 0.296
H -0.8613 -1.4695 -0.4347 0.207
H -1.0094 0.9001 -1.0162 0.221
H -0.3585 1.6058 0.5014 0.249
```

Its multiplicity is 1. As for the net charge: 0. The HOMO energy comes out at -10.25 eV. The calculation puts the lowest unoccupied orbital energy at -1.29 eV. The calculation puts the gap between HOMO and LUMO at 8.957 eV. The calculation puts the largest force on an atom at 5.154 eV/Å.

---

Density functional theory data (ωB97M-V with the def2-TZVPD basis set) for an isolated molecule of C2H4ClN2P.

```
10
Properties=species:S:1:pos:R:3:mulliken_charge:R:1
C -1.1695 0.9069 -0.4065 0.166
C 0.0002 -0.1411 0.0874 -0.700
N -1.8936 1.3251 0.4988 -0.600
N 0.5685 0.1888 1.3317 -0.255
P -0.4143 0.5820 2.6155 0.243
Cl -1.4559 -1.0908 3.1455 -0.187
H -1.2029 0.9104 -1.4921 0.339
H -0.5791 -0.9874 0.1270 0.271
H 0.7543 -0.2527 -0.7014 0.371
H 1.2961 1.0100 1.3033 0.352
```

Its multiplicity is 1. As for the net charge: 0. The HOMO energy (spin up / spin down) comes out at -8.36 / -7.83 eV. The calculation puts the lowest unoccupied orbital energy (spin up / spin down) at -0.51 / -0.58 eV. The calculation puts the gap between HOMO and LUMO (spin up / spin down) at 7.853 / 7.247 eV. The calculation puts the largest force on an atom at 3.077 eV/Å.

---

Density functional theory data (ωB97M-V with the def2-TZVPD basis set) for a cluster of 2 separate species, C2H4ClNO in total.

```
9
Properties=species:S:1:pos:R:3:mulliken_charge:R:1
C -1.0525 0.2307 -0.1110 0.236
C 0.8891 -0.9619 0.2108 -0.626
N 0.2131 1.8916 -0.3735 -0.418
O -0.5263 -0.8998 -0.1682 -0.176
Cl -2.7206 0.1895 -0.0620 -0.070
H 1.5341 -0.3348 -0.4469 0.330
H 1.2241 -1.9387 0.0395 0.284
H 0.8491 -0.8636 1.2755 0.320
H -0.4099 2.6870 -0.3642 0.120
```

Its multiplicity is 1. As for the net charge: 0. The HOMO energy (spin up / spin down) comes out at -8.12 / -8.12 eV. The calculation puts the lowest unoccupied orbital energy (spin up / spin down) at -0.04 / -0.04 eV. The calculation puts the gap between HOMO and LUMO (spin up / spin down) at 8.081 / 8.085 eV. The calculation puts the largest force on an atom at 5.513 eV/Å.

---

Density functional theory data (ωB97M-V with the def2-TZVPD basis set) for a cluster of 2 separate species, C2H4ClNO in total.

```
9
Properties=species:S:1:pos:R:3:mulliken_charge:R:1
C -2.1642 0.1613 -0.2182 -0.005
C 0.5655 -0.4496 -0.0358 -0.225
N -1.5214 -0.7355 0.2693 -0.511
O 0.8001 0.8063 0.1957 -0.377
Cl -3.9660 0.2126 -0.0191 -0.229
H -1.8699 0.8513 -0.9250 0.333
H 0.8374 -1.1975 0.6476 0.275
H 0.3712 -0.5809 -1.0208 0.399
H 1.0897 1.0317 1.0461 0.339
```

Its multiplicity is 1. As for the net charge: 0. The HOMO energy comes out at -8.55 eV. The calculation puts the lowest unoccupied orbital energy at 0.24 eV. The calculation puts the gap between HOMO and LUMO at 8.788 eV. The calculation puts the largest force on an atom at 4.330 eV/Å.

---

Density functional theory data (ωB97M-V with the def2-TZVPD basis set) for a cluster of 2 separate species, C2H4ClNO2 in total.

```
10
Properties=species:S:1:pos:R:3:mulliken_charge:R:1
C 0.9988 -0.0192 0.8131 0.129
C -1.5908 0.9170 -1.5299 -0.011
N 1.2112 -0.9366 -0.0461 -0.284
O 0.9466 -0.0921 2.1724 -0.377
O -0.8616 1.4807 -0.7559 -0.430
Cl 1.5077 -2.5446 0.6073 -0.196
H 0.5813 0.9394 0.5118 0.463
H -1.3769 0.3040 -2.4262 0.214
H -2.7203 0.9987 -1.6116 0.199
H 1.3039 -1.0473 2.2651 0.294
```

Its multiplicity is 1. As for the net charge: 0. As for the SMILES: O/C=N\Cl.C=O. The HOMO energy comes out at -10.23 eV. The calculation puts the lowest unoccupied orbital energy at 0.39 eV. The calculation puts the gap between HOMO and LUMO at 10.621 eV. The calculation puts the largest force on an atom at 3.476 eV/Å.

---

Density functional theory data (ωB97M-V with the def2-TZVPD basis set) for a cluster of 2 separate species, C2H4ClNO3 in total.

```
11
Properties=species:S:1:pos:R:3:mulliken_charge:R:1
C -0.8399 -0.6553 -0.3703 -0.632
C 0.5080 -0.4368 0.2529 0.004
N 1.0048 0.9828 0.0107 0.850
O 0.3409 1.8164 -0.6438 -0.547
O 2.0749 1.2760 0.3987 -0.528
O -1.7952 0.1478 0.1957 -0.470
Cl 1.6878 -1.4799 -0.3747 -0.126
H -1.1181 -1.6892 -0.3416 0.399
H -0.7408 -0.3759 -1.3577 0.397
H 0.2321 -0.4781 1.7349 0.315
H -1.3544 0.8922 0.4952 0.338
```

Its multiplicity is 1. As for the net charge: 0. The HOMO energy comes out at -11.10 eV. The calculation puts the lowest unoccupied orbital energy at -0.62 eV. The calculation puts the gap between HOMO and LUMO at 10.481 eV. The calculation puts the largest force on an atom at 4.753 eV/Å.

---

Density functional theory data (ωB97M-V with the def2-TZVPD basis set) for a cluster of 2 separate species, C2H4ClNO5 in total.

```
13
Properties=species:S:1:pos:R:3:mulliken_charge:R:1
N -0.1507 0.1065 0.7140 0.998
O -0.7677 -0.7972 0.0795 -0.359
O -0.4313 0.3572 1.9118 -0.306
O 0.7540 0.7550 0.1107 -0.362
C -3.4175 3.3835 3.8405 -1.180
C -2.5652 2.4111 4.5966 0.294
O -2.2092 1.4084 3.6007 0.071
O -1.0552 0.9106 3.9625 -0.284
Cl -3.4977 1.6516 5.9333 -0.187
H -2.8019 3.8984 3.1024 0.309
H -4.1978 2.8359 3.3064 0.337
H -3.8703 4.1343 4.4880 0.360
H -1.6649 2.8598 5.0389 0.308
```

Its multiplicity is 1. As for the net charge: 0. The HOMO energy (spin up / spin down) comes out at -10.48 / -10.91 eV. The calculation puts the lowest unoccupied orbital energy (spin up / spin down) at -0.97 / -4.46 eV. The calculation puts the gap between HOMO and LUMO (spin up / spin down) at 9.514 / 6.453 eV. The calculation puts the largest force on an atom at 4.030 eV/Å.

---

Density functional theory data (ωB97M-V with the def2-TZVPD basis set) for an isolated molecule of C2H4ClNS.

```
9
Properties=species:S:1:pos:R:3:mulliken_charge:R:1
C 0.2437 0.1321 -1.4107 0.060
C -0.0813 0.1600 1.0511 -0.971
N -0.3727 -0.2991 -0.2653 -0.022
S 0.9601 1.5281 -1.6244 -0.329
Cl -0.8599 -1.9592 -0.0996 -0.090
H -0.0167 -0.4668 -2.2454 0.302
H 0.5385 -0.4322 1.6703 0.376
H 0.4847 1.0521 1.1206 0.342
H -0.8965 0.2850 1.8034 0.332
```

Its multiplicity is 1. As for the net charge: 0. As for the SMILES: CN(Cl)C=S. The HOMO energy comes out at -8.93 eV. The calculation puts the lowest unoccupied orbital energy at 0.15 eV. The calculation puts the gap between HOMO and LUMO at 9.076 eV. The calculation puts the largest force on an atom at 2.693 eV/Å.

---

no.,E (eV),molar mass (g mol⁻¹)
1,-17377.413,82.5
2,-21581.848,115.5
3,-20357.735,110.5
4,-33596.048,222.5
5,-16147.605,77.5
6,-26928.247,122.5
7,-18192.535,93.5
8,-18195.694,93.5
9,-20243.781,109.5
10,-22288.700,125.5
11,-26378.400,157.5
12,-26984.637,109.6